Below is 2 unconnected molecules or ions with the total composition C4H5N2 in a non-equilibrium geometry, with properties calculated with ωB97M-V/def2-TZVPD.

The geometry in ORCA input format:
```
! wB97M-V def2-TZVPD RIJCOSX def2/J DEFGRID3
* xyz 1 1
H -2.00 0.93 1.34
C -1.38 0.24 0.65
H 4.29 -0.03 0.25
N -1.47 -0.54 -0.90
H -1.80 -2.02 0.73
C -1.50 -1.13 0.29
C 3.32 -0.21 0.07
C -0.77 0.71 -0.60
H 0.41 0.63 -0.68
H -1.29 1.66 -1.21
N 2.18 -0.25 0.05
*
```

Results
energy relative to the best compared isomer or geometry (same formula, charge and spin) = 371.7 kJ/mol
max |F| = 0.0742 Eh/bohr
HOMO-LUMO gap = 10.540 eV


Below is a molecular structure, C5H4N in a non-equilibrium geometry, with properties calculated with ωB97M-V/def2-TZVPD.

The geometry in ORCA input format:
```
! wB97M-V def2-TZVPD RIJCOSX def2/J DEFGRID3
* xyz 1 1
H 1.69 -0.60 0.85
C -2.46 0.23 -1.11
C -0.44 -0.06 0.60
H 1.28 1.11 0.34
C 1.07 0.03 0.27
H -0.71 0.76 1.28
H -0.55 -1.14 1.11
C 0.05 -0.24 -1.37
N 1.29 0.00 -1.21
C -1.23 -0.08 -0.77
*
```

Results
energy relative to the best compared isomer or geometry (same formula, charge and spin) = 458.5 kJ/mol
max |F| = 0.1165 Eh/bohr
HOMO-LUMO gap = 8.635 eV


Below is a single C2H4N2OS2 molecule in a non-equilibrium geometry, with properties calculated with ωB97M-V/def2-TZVPD.

The geometry in ORCA input format:
```
! wB97M-V def2-TZVPD RIJCOSX def2/J DEFGRID3
* xyz 0 1
H 2.85 -0.61 0.76
N -0.76 -0.19 -0.68
H -1.60 0.22 -0.86
C -0.27 0.29 0.56
C 2.02 0.16 0.41
H -1.10 0.11 1.29
S 2.23 1.88 -0.25
N 0.94 -0.29 0.83
S -0.13 2.24 0.70
O 2.13 1.74 -1.67
H 0.03 -0.33 -1.37
*
```

Results
energy relative to the best compared isomer or geometry (same formula, charge and spin) = 323.5 kJ/mol
max |F| = 0.0942 Eh/bohr
HOMO-LUMO gap (alpha / beta) = 7.852 / 7.851 eV